{
  "formula": "C4H5Cl2CuF6NO7S3",
  "method": "wB97M-V/def2-TZVPD",
  "species": ["S", "C", "H", "O", "H", "S", "C", "F", "F", "H", "O", "Cl", "Cl", "F", "O", "O", "F", "O", "O", "H", "Cu", "F", "C", "S", "C", "O", "F", "H", "N"],
  "coordinates": [[0.388, 0.409, 2.064], [1.806, 1.215, 2.951], [-3.459, -2.726, -2.746], [3.384, 0.160, 0.409], [-4.127, -2.798, -1.094], [-2.702, -0.983, -1.406], [2.434, -2.091, -0.619], [3.047, -2.810, 0.299], [1.251, -2.653, -0.914], [-0.767, 4.640, -0.983], [-0.342, -0.307, 3.049], [-1.278, 2.444, -1.619], [1.240, 3.508, -0.533], [3.170, -2.042, -1.716], [-3.795, -0.111, -1.671], [1.470, 0.272, -1.179], [2.667, 0.301, 3.372], [-0.234, 1.451, 1.293], [-2.127, -0.922, -0.012], [-0.901, 3.523, 0.422], [-0.355, -0.347, -0.630], [2.416, 2.086, 2.167], [-3.231, -2.635, -1.687], [2.145, -0.366, -0.034], [-0.517, 3.667, -0.579], [-1.465, -0.760, -2.228], [1.290, 1.853, 3.994], [-2.433, -3.312, -1.393], [1.022, -0.665, 1.027]],
  "atomic_forces_ev_per_a": [[-0.181, 0.183, 0.282], [-0.024, 0.000, 0.030], [0.008, 0.003, -0.005], [0.015, 0.015, -0.091], [0.016, 0.001, 0.029], [0.131, 0.117, 0.060], [-0.091, -0.143, -0.074], [-0.027, -0.002, 0.092], [0.128, 0.021, 0.005], [0.009, 0.011, -0.001], [0.044, -0.002, -0.021], [0.061, -0.027, 0.008], [0.008, 0.163, -0.099], [0.041, 0.042, -0.036], [0.024, -0.038, 0.023], [-0.039, -0.216, -0.239], [0.014, -0.048, -0.010], [-0.038, -0.121, 0.148], [0.016, 0.040, -0.021], [0.022, 0.033, -0.002], [-0.562, 0.112, -0.003], [0.037, 0.021, 0.005], [0.112, -0.021, 0.054], [0.540, 0.163, -0.141], [-0.025, -0.068, -0.010], [0.041, 0.058, -0.164], [-0.020, -0.008, 0.017], [-0.025, -0.028, -0.032], [-0.234, -0.260, 0.198]],
  "mulliken_charge": [1.23, 0.62, 0.36, -0.51, 0.35, 1.48, 0.64, -0.20, -0.22, 0.39, -0.63, -0.12, -0.13, -0.20, -0.56, -0.58, -0.21, -0.55, -0.56, 0.17, 0.29, -0.15, -0.94, 1.46, -0.22, -0.67, -0.19, 0.30, -0.65],
  "multiplicity": 2,
  "charge": 0,
  "homo_lumo_gap_ha": [0.41199, 0.30905],
  "e_above_lowest_kj_mol": 34.1
}

---

{
  "formula": "C5H12BrPS",
  "method": "wB97M-V/def2-TZVPD",
  "species": ["H", "H", "C", "C", "H", "S", "C", "H", "H", "H", "H", "C", "P", "Br", "H", "H", "H", "H", "H", "C"],
  "coordinates": [[-1.444, -2.850, -0.730], [2.524, 0.897, 1.920], [-0.784, -0.814, -0.229], [0.420, -1.557, 0.355], [0.519, 2.275, 1.262], [-0.891, -0.629, -3.197], [2.444, 1.969, 1.791], [1.663, 3.753, 1.410], [-2.532, -1.593, -1.364], [-0.983, 0.428, -4.031], [0.118, -2.286, 1.166], [-1.939, -1.827, -0.526], [-0.139, 0.437, -1.494], [-1.936, 1.693, -1.210], [-2.650, -1.916, 0.454], [-1.192, -0.264, 0.700], [0.834, -2.056, -0.543], [3.367, 2.544, 1.983], [1.142, -0.880, 0.783], [1.457, 2.677, 1.500]],
  "atomic_forces_ev_per_a": [[-0.977, 1.393, 0.348], [-0.321, -0.012, -0.114], [-0.873, 0.017, 2.880], [-0.417, -1.042, -0.502], [-1.430, -0.203, -0.250], [0.291, -0.051, -0.305], [5.533, -2.200, 1.769], [-0.762, -0.399, -0.006], [-0.829, 0.444, -0.848], [0.265, -0.093, 0.215], [0.295, 0.626, -1.118], [0.696, -1.546, 2.486], [-1.229, -0.834, 0.240], [-0.466, 1.070, 0.002], [1.780, 0.076, -2.431], [0.682, 0.123, -1.817], [0.455, -0.394, 0.867], [-0.144, -0.787, -0.025], [0.350, 0.228, -0.005], [-2.900, 3.586, -1.385]],
  "mulliken_charge": [0.29, 0.23, 0.28, -1.23, 0.26, -0.29, -0.50, 0.18, 0.43, 0.15, 0.34, -1.10, 0.11, -0.19, 0.26, 0.36, 0.41, 0.18, 0.17, -0.34],
  "smiles": "CC(C)P(S)Br.C=C",
  "charge": 0,
  "homo_lumo_gap_ha": 0.35372,
  "e_above_lowest_kj_mol": 174.1
}

---

{
  "formula": "C32H62BrNO25Si2",
  "method": "wB97M-V/def2-TZVPD",
  "species": ["C", "C", "H", "H", "H", "H", "C", "H", "H", "O", "H", "H", "H", "H", "O", "C", "C", "H", "H", "H", "C", "H", "H", "Si", "H", "H", "H", "Br", "C", "H", "H", "C", "O", "O", "H", "H", "C", "O", "C", "O", "O", "O", "H", "C", "H", "H", "C", "H", "O", "C", "H", "H", "C", "O", "H", "H", "H", "H", "H", "C", "C", "C", "C", "H", "H", "H", "H", "H", "C", "O", "H", "H", "C", "O", "O", "C", "H", "O", "C", "H", "C", "H", "H", "N", "H", "C", "O", "C", "O", "C", "H", "O", "H", "H", "O", "H", "H", "O", "H", "H", "O", "C", "H", "H", "O", "C", "C", "C", "H", "O", "O", "H", "O", "H", "C", "H", "C", "H", "Si", "H", "O", "H", "H"],
  "coordinates": [[-2.242, 5.780, -1.167], [-2.899, 1.643, -0.315], [0.579, 7.484, 1.970], [5.768, -2.384, 1.396], [-2.717, 5.878, -2.146], [4.315, -5.397, 3.138], [-2.502, 4.302, -0.783], [2.098, 6.871, 2.294], [0.157, 1.442, 0.702], [0.509, 0.040, 2.884], [5.132, -10.629, 6.412], [5.561, 8.865, -3.362], [9.576, 5.177, -1.518], [-5.295, -2.906, 5.724], [4.866, -6.082, 0.853], [-2.489, 7.182, -6.139], [7.764, 7.042, -1.890], [-4.321, 5.036, -7.680], [-3.807, -10.898, -5.321], [0.786, -2.583, 3.213], [-3.202, 4.890, 1.561], [-4.297, -9.351, -6.034], [10.827, 6.382, -1.167], [1.688, 7.066, 0.020], [5.499, 7.101, -3.219], [-2.640, 6.472, -0.432], [-3.367, -2.043, 1.077], [3.308, 8.590, -0.287], [-1.754, 0.257, 4.740], [4.939, -6.828, -1.087], [-0.372, 8.278, -5.022], [1.798, -2.221, 3.386], [-2.806, 0.014, 5.683], [4.840, -8.916, 5.365], [5.143, -7.994, 0.232], [-3.980, 4.546, 2.243], [5.839, 8.018, -2.740], [-3.274, 6.119, -6.320], [-2.243, 3.373, -1.767], [-2.129, 7.949, -6.993], [1.937, 0.473, 1.195], [-4.922, -2.589, -0.123], [-2.279, 5.040, 2.131], [4.448, -9.785, 6.428], [-3.537, 2.250, 1.639], [-0.026, 5.664, -2.804], [-2.437, 2.029, -1.539], [-5.272, -10.093, -4.733], [2.210, -1.347, 2.330], [-3.389, -6.286, -2.380], [-3.058, 0.592, -0.098], [4.237, -2.179, 2.247], [-5.687, -1.908, 5.913], [0.274, 7.430, -0.820], [-2.927, -2.278, -0.622], [3.433, -10.147, 6.275], [-3.496, 5.870, 1.191], [-2.212, 1.340, -2.343], [-3.380, -5.566, -3.191], [5.091, -4.797, 0.578], [9.764, 6.166, -1.104], [-5.277, -3.306, -1.187], [-4.265, -9.934, -5.115], [-4.279, 6.775, -8.019], [-6.249, -1.553, 5.051], [-2.838, 5.762, -8.322], [-3.245, -3.685, 0.439], [2.801, -6.095, 3.739], [-3.882, -8.080, -3.771], [-4.629, -1.002, 6.234], [-1.082, 0.979, 5.194], [1.863, -1.718, 4.350], [-1.325, 8.344, -4.499], [4.548, -4.066, 1.560], [-4.867, -7.531, -4.196], [-3.154, 2.549, 0.669], [-6.635, -3.542, -3.423], [7.265, 8.032, -2.630], [4.712, -2.650, 1.400], [-1.202, -0.654, 4.534], [-3.726, -0.848, 5.263], [2.247, 5.801, -0.468], [-2.632, -6.009, -1.652], [1.288, 6.813, 1.687], [4.529, -9.279, 7.389], [5.394, -6.995, -0.112], [7.128, 6.183, -1.336], [3.841, -5.884, 3.987], [4.556, -7.100, 4.231], [1.190, 1.674, 0.959], [1.658, 2.184, 0.121], [-4.542, -3.980, -1.865], [-1.142, 8.283, -3.429], [4.228, -2.307, 0.489], [-2.171, 7.246, -4.844], [0.211, 4.903, -0.564], [-1.867, 3.684, -2.736], [5.676, -4.369, -0.379], [-6.344, -1.942, 6.778], [-6.950, -4.951, -2.370], [9.092, 7.169, -1.868], [-3.695, 5.924, -7.672], [6.476, -6.901, -0.177], [5.372, 8.127, -1.763], [-3.448, -9.291, -4.136], [-7.101, -3.881, -2.499], [-3.532, -2.662, 0.199], [4.088, -7.818, 5.250], [1.237, 2.309, 1.842], [-3.749, -1.395, 4.189], [3.151, -7.531, 5.950], [9.454, 6.205, -0.061], [-6.586, -3.156, -1.378], [-2.151, 0.677, 3.818], [-2.951, 3.899, 0.459], [3.896, -5.228, 4.856], [1.460, -0.249, 2.204], [-1.809, 9.295, -4.718], [-0.374, 5.970, -1.404], [-4.358, -6.301, -1.896], [-3.042, -7.595, -2.864], [2.481, -3.067, 3.381], [-8.167, -3.674, -2.543]],
  "atomic_forces_ev_per_a": [[0.246, -0.986, -0.064], [-0.198, -1.859, 0.351], [0.105, -0.137, 0.357], [0.012, -0.098, -0.168], [-0.109, 0.573, 0.134], [-0.019, -0.326, 0.290], [0.421, 1.692, -0.546], [-0.203, -0.017, 0.180], [-0.021, 0.013, 0.122], [0.113, -0.116, 0.033], [0.072, 0.079, -0.133], [0.189, 0.042, -0.002], [-0.103, 0.002, 0.066], [0.020, 0.039, -0.113], [-0.041, 0.038, 0.026], [-0.020, -0.034, 0.000], [-0.002, 0.040, -0.020], [0.032, -0.006, 0.171], [0.116, 0.046, 0.113], [-0.031, 0.096, 0.040], [0.175, 0.048, 0.175], [-0.093, 0.061, 0.052], [-0.047, 0.133, -0.098], [-0.372, -0.077, 0.164], [0.017, -0.055, 0.112], [-0.086, 0.146, -0.224], [-0.256, 0.028, 0.015], [-0.625, -0.004, 0.144], [0.196, 0.109, -0.038], [0.078, 0.096, -0.009], [-0.061, 0.039, -0.102], [-0.011, -0.194, 0.140], [-0.040, 0.008, 0.023], [0.007, 0.008, -0.016], [-0.072, 0.083, 0.142], [0.092, -0.055, 0.010], [-0.216, 0.081, -0.049], [0.017, 0.002, 0.046], [0.202, -0.289, -0.497], [-0.015, -0.034, 0.053], [-0.039, -0.083, 0.001], [-0.013, -0.001, -0.006], [-0.104, -0.003, 0.085], [0.020, -0.196, 0.132], [0.031, -0.227, -0.054], [0.152, 0.302, -0.105], [0.389, 0.259, -0.868], [-0.024, 0.113, -0.040], [-0.285, 0.116, 0.128], [0.203, -0.108, 0.026], [-0.038, 0.000, -0.085], [-0.006, -0.129, 0.086], [-0.205, -0.115, 0.045], [0.940, -1.057, 0.120], [-0.022, -0.142, -0.069], [-0.036, 0.104, 0.055], [-0.112, -0.078, -0.012], [-0.096, -0.223, 0.164], [-0.145, -0.051, -0.048], [-0.020, 0.004, -0.018], [0.195, -0.108, 0.092], [-0.053, 0.075, 0.027], [-0.049, -0.173, -0.137], [0.108, 0.054, -0.021], [0.087, -0.056, -0.068], [0.011, 0.122, 0.000], [0.003, -0.024, -0.143], [-0.016, -0.024, 0.122], [0.050, 0.041, 0.067], [0.010, -0.003, -0.001], [-0.103, -0.010, 0.136], [-0.104, 0.050, -0.031], [0.189, 0.162, 0.161], [0.073, 0.127, -0.269], [0.034, -0.069, 0.005], [-0.286, 0.614, 0.879], [0.095, -0.079, 0.030], [0.038, -0.008, -0.022], [0.277, 0.190, -0.028], [-0.100, -0.028, -0.092], [0.005, 0.074, 0.036], [0.266, 0.221, -0.194], [0.071, -0.158, -0.038], [0.049, 0.663, -0.812], [-0.112, 0.043, -0.024], [0.056, -0.251, -0.104], [0.043, 0.039, -0.023], [0.039, 0.274, -0.168], [-0.010, -0.041, 0.046], [0.006, 0.271, -0.115], [0.131, -0.141, 0.007], [-0.146, 0.432, 0.189], [-0.111, -0.136, 0.011], [0.066, -0.030, -0.036], [-0.013, -0.026, 0.075], [0.043, -0.004, -0.022], [-0.091, 0.147, -0.008], [-0.027, -0.009, 0.054], [0.110, 0.112, 0.070], [0.118, 0.020, -0.052], [-0.008, 0.019, -0.012], [-0.125, -0.121, -0.191], [-0.021, 0.097, -0.067], [0.201, -0.170, -0.169], [0.003, -0.001, -0.003], [-0.186, -0.080, -0.150], [0.297, 0.105, 0.194], [0.034, 0.023, -0.057], [-0.152, 0.019, -0.020], [-0.002, -0.017, 0.017], [0.049, -0.032, -0.018], [-0.095, -0.069, -0.035], [0.002, 0.000, -0.001], [-0.014, -0.133, -0.042], [-0.207, 0.541, 0.300], [-0.100, -0.105, 0.071], [0.015, 0.053, -0.145], [0.009, -0.034, -0.128], [-0.767, -0.203, 0.558], [-0.077, -0.056, -0.142], [0.046, -0.051, 0.018], [0.059, 0.063, -0.140], [0.029, 0.101, 0.146]],
  "mulliken_charge": [-0.90, -0.49, 0.25, 0.39, 0.40, 0.19, 0.51, 0.23, 0.13, -0.51, 0.22, 0.26, 0.29, 0.29, -0.24, 0.72, 0.79, 0.22, 0.22, 0.31, -1.76, 0.29, 0.22, 0.57, 0.30, 0.34, 0.20, -0.31, -0.30, 0.29, 0.32, -0.21, -0.37, -0.33, 0.22, 0.46, -0.36, -0.30, -0.41, -0.55, -0.32, -0.27, 0.29, -0.64, 0.40, -0.17, -0.89, 0.29, -0.24, -0.56, 0.52, 0.16, -0.62, -0.20, 0.25, 0.30, 0.40, 0.43, 0.33, 0.67, -0.63, 0.78, -0.63, 0.30, 0.29, 0.30, 0.32, 0.36, 0.77, -0.35, 0.27, 0.34, -0.65, -0.24, -0.55, -0.71, 0.28, -0.33, -0.72, 0.24, 0.78, -0.12, 0.21, -0.55, 0.29, -0.69, -0.54, -0.59, -0.25, -0.44, 0.23, -0.53, 0.11, 0.31, -0.19, -0.29, 0.44, -0.56, 0.21, 0.28, -0.32, -0.65, 0.31, -0.01, -0.34, -0.59, -0.62, 0.72, 0.29, -0.54, -0.54, 0.29, -0.35, 0.13, 0.95, 0.38, 0.64, 0.36, 0.68, 0.28, -0.32, -0.26, 0.23],
  "charge": 0,
  "homo_lumo_gap_ha": 0.34634,
  "e_above_lowest_kj_mol": 0.0
}

---

{
  "formula": "CHF3N2",
  "method": "wB97M-V/def2-TZVPD",
  "species": ["N", "F", "N", "C", "H", "F", "F"],
  "coordinates": [[0.240, -0.470, 0.398], [-1.167, -1.122, -1.245], [-1.236, -1.001, 0.001], [0.985, 0.510, 0.506], [1.991, 0.319, 0.605], [1.076, 1.704, -0.404], [-1.889, 0.061, 0.140]],
  "atomic_forces_ev_per_a": [[-0.952, -1.624, 1.439], [0.484, -1.342, -5.569], [5.068, -0.928, 4.378], [-1.573, 0.480, -4.967], [2.381, -0.010, 1.650], [-1.212, -1.297, 1.872], [-4.197, 4.721, 1.198]],
  "mulliken_charge": [-0.29, -0.09, 0.33, 0.16, 0.29, -0.30, -0.10],
  "smiles": "F/C=N\\N(F)F",
  "charge": 0,
  "homo_lumo_gap_ha": 0.39806,
  "e_above_lowest_kj_mol": 853.5
}

---

no.,electronic energy (eV)
1,-138545.3118
2,-95544.9689
3,-172669.5631
4,-12177.9398